No. 1
DFT (the ωB97M-V functional and the def2-TZVPD basis) results for a cluster of 2 separate species, C4H13N2O in total in a non-equilibrium geometry.

Calculated values
**2S+1**: 1
**Charge**: +1
**Gap between HOMO and LUMO**: 9.261 eV

Each atom is followed by the atoms it is bonded to, with distances in Å.
Positions of all 20 atoms, in Å:
1 C 2.052 -1.218 -0.399  C2 1.532, H7 1.125, H8 1.091, H9 1.045
2 C 1.151 0.015 -0.519  C1 1.532, C3 1.623, H10 1.068, H11 1.072
3 C -0.387 -0.237 -0.067  C2 1.623, C4 1.377, N6 1.479
4 C -1.113 -1.264 -0.629  C3 1.377, N5 1.378, H12 1.149
5 N -2.429 -1.656 -0.517  C4 1.378, H13 1.041, H14 0.952
6 N -0.979 0.826 0.775  C3 1.479, H15 0.964, H16 1.058, H17 1.121
7 H 1.860 -1.797 -1.345  C1 1.125
8 H 1.900 -1.923 0.420  C1 1.091
9 H 3.079 -1.037 -0.462  C1 1.045
10 H 1.524 0.763 0.147  C2 1.068
11 H 1.090 0.375 -1.527  C2 1.072
12 H -0.456 -2.088 -1.089  C4 1.149
13 H -2.914 -1.707 0.402  N5 1.041
14 H -2.602 -2.414 -1.067  N5 0.952
15 H -1.652 1.462 0.510  N6 0.964
16 H -1.409 0.290 1.579  N6 1.058
17 H -0.145 1.498 1.109  N6 1.121
18 H -0.089 3.458 0.279  O20 0.945
19 H 1.245 3.531 1.313  O20 1.079
20 O 0.273 3.122 1.086  H18 0.945, H19 1.079

=====

No. 2
DFT (the ωB97M-V functional and the def2-TZVPD basis) results for the ion C4H13N2O with charge +1 in a non-equilibrium geometry.

Calculated values
**2S+1**: 1
**Charge**: +1
**Gap between HOMO and LUMO**: 10.458 eV
**SMILES**: NC[C@H]([NH3+])CCO

Each atom is followed by the atoms it is bonded to, with distances in Å.
Positions of all 20 atoms, in Å:
1 N 1.827 0.272 1.790  C2 1.415, H8 0.944, H9 1.132
2 C 0.967 0.847 0.824  N1 1.415, C3 1.729, H10 1.227, H11 1.124
3 C 0.217 -0.552 0.137  C2 1.729, N4 1.536, C5 1.535, H12 1.292
4 N 1.366 -1.505 -0.227  C3 1.536, H13 1.136, H14 0.954, H15 1.069
5 C -0.685 -0.036 -0.993  C3 1.535, C6 1.564, H16 1.111, H17 1.144
6 C -2.054 0.561 -0.528  C5 1.564, O7 1.452, H18 1.197, H19 1.108
7 O -2.659 0.646 -1.845  C6 1.452, H20 0.944
8 H 1.410 0.081 2.615  N1 0.944
9 H 2.847 0.726 1.981  N1 1.132
10 H 0.103 1.564 1.318  C2 1.227
11 H 1.636 1.341 0.068  C2 1.124
12 H -0.370 -1.100 1.148  C3 1.292
13 H 2.120 -1.378 0.613  N4 1.136
14 H 1.104 -2.414 -0.351  N4 0.954
15 H 1.774 -1.194 -1.164  N4 1.069
16 H -0.256 0.747 -1.655  C5 1.111
17 H -1.078 -0.803 -1.745  C5 1.144
18 H -2.830 -0.014 0.177  C6 1.197
19 H -1.843 1.602 -0.214  C6 1.108
20 H -3.597 0.609 -1.948  O7 0.944

=====

No. 3
DFT (the ωB97M-V functional and the def2-TZVPD basis) results for a cluster of 2 separate species, C4H13N2O in total in a non-equilibrium geometry.

Calculated values
**2S+1**: 1
**Charge**: +1
**Gap between HOMO and LUMO**: 9.101 eV

Each atom is followed by the atoms it is bonded to, with distances in Å.
Positions of all 20 atoms, in Å:
1 C 0.386 -1.181 -1.005  C2 1.512, N6 1.502, H7 1.085, H8 1.088
2 C 0.495 -0.772 0.447  C1 1.512, C3 1.528, H9 1.094, H10 1.092
3 C -0.767 -0.256 1.137  C2 1.528, C4 1.342, N5 1.406
4 C -0.781 1.038 1.489  C3 1.342, H11 1.085, H12 1.078
5 N -1.837 -1.127 1.408  C3 1.406, H13 1.000, H14 1.004
6 N -0.620 -0.279 -1.661  C1 1.502, H15 1.028, H16 1.021, H17 1.011
7 H 1.337 -0.982 -1.489  C1 1.085
8 H 0.091 -2.220 -1.139  C1 1.088
9 H 1.022 -1.479 1.096  C2 1.094
10 H 1.167 0.088 0.489  C2 1.092
11 H -1.658 1.569 1.846  C4 1.085
12 H 0.082 1.656 1.304  C4 1.078
13 H -2.625 -0.567 1.662  N5 1.000
14 H -1.629 -1.965 1.921  N5 1.004
15 H -1.510 -0.179 -1.155  N6 1.028
16 H -0.199 0.650 -1.710  N6 1.021
17 H -0.791 -0.584 -2.610  N6 1.011
18 H 2.287 2.900 -0.573  O20 0.969
19 H 3.234 1.731 -0.657  O20 0.957
20 O 2.316 1.959 -0.802  H18 0.969, H19 0.957

=====

No. 4
DFT (the ωB97M-V functional and the def2-TZVPD basis) results for a cluster of 2 separate species, C4H13N2O in total.

Calculated values
**2S+1**: 1
**Charge**: +1
**Gap between HOMO and LUMO**: 10.262 eV

Each atom is followed by the atoms it is bonded to, with distances in Å.
Positions of all 20 atoms, in Å:
1 C -0.128 1.487 -1.741  C2 1.506, H4 1.089, H5 1.092, H6 1.092
2 C -0.862 0.185 -1.929  C1 1.506, N3 1.509, H7 1.086, H8 1.088
3 N -1.925 0.041 -0.869  C2 1.509, H9 1.040, H10 1.022, H11 1.016
4 H 0.673 1.559 -2.474  C1 1.089
5 H -0.770 2.358 -1.887  C1 1.092
6 H 0.315 1.572 -0.746  C1 1.092
7 H -1.346 0.105 -2.898  C2 1.086
8 H -0.186 -0.654 -1.770  C2 1.088
9 H -1.492 0.040 0.077  N3 1.040
10 H -2.460 -0.823 -0.973  N3 1.022
11 H -2.589 0.810 -0.883  N3 1.016
12 O -0.964 -0.986 1.474  C13 1.218
13 C -0.009 -0.508 2.059  O12 1.218, C14 1.502, H16 1.103
14 C 1.354 -1.139 2.078  C13 1.502, N15 1.467, H17 1.088, H18 1.095
15 N 2.231 -0.256 1.302  C14 1.467, H19 1.015, H20 1.007
16 H -0.131 0.454 2.585  C13 1.103
17 H 1.733 -1.200 3.096  C14 1.088
18 H 1.246 -2.147 1.663  C14 1.095
19 H 3.200 -0.467 1.518  N15 1.015
20 H 2.111 -0.431 0.318  N15 1.007

=====

In the order shown, the computed energy relative to the best compared isomer or geometry (same formula, charge and spin) values come out to 3.176, 4.176, 1.823, 1.708 eV.